Record 1
Here is C30H33N5OPdSSb as an isolated structure from OMol25. Energies are from wB97M-V/def2-TZVPD.

## Properties
- net charge = +1
- E_HOMO (eV) = -10.8
- relative energy (zero: lowest compared OMol25 entry of this formula, charge and spin) (kJ/mol) = 0.0

Last column: Mulliken charge in e.
Geometry (Å):
Pd  -0.13  1.19  -0.30  -0.158
C  -3.05  -0.03  -0.07  -1.207
C  -2.80  0.37  -1.50  1.148
C  -3.75  0.05  -2.46  -0.859
C  -3.56  0.43  -3.77  -0.523
C  -2.41  1.15  -4.09  -0.805
C  -1.50  1.43  -3.09  -0.247
N  -1.68  1.04  -1.82  0.312
Sb  0.19  2.64  -3.59  0.917
C  1.80  1.32  -3.17  0.063
C  2.70  1.08  -4.19  -0.817
C  3.79  0.25  -3.94  -0.529
C  3.91  -0.29  -2.68  -0.771
C  2.96  0.00  -1.69  0.857
C  3.12  -0.60  -0.33  -1.280
N  1.91  0.79  -1.94  0.397
C  0.08  3.72  -1.72  -0.020
C  0.14  5.08  -1.96  -0.649
C  -0.04  5.99  -0.94  -0.716
C  -0.32  5.49  0.31  -0.777
C  -0.37  4.11  0.52  1.178
C  -0.75  3.66  1.90  -1.538
N  -0.14  3.22  -0.47  0.352
H  -4.12  -0.03  0.13  0.621
H  -2.67  -1.03  0.12  0.142
H  -2.55  0.65  0.62  -0.032
H  -4.64  -0.49  -2.17  0.512
H  -4.29  0.19  -4.53  0.428
H  -2.24  1.49  -5.10  0.434
H  2.57  1.55  -5.16  0.403
H  4.52  0.04  -4.71  0.424
H  4.74  -0.93  -2.43  0.440
H  4.16  -0.88  -0.16  0.525
H  2.81  0.10  0.44  0.123
H  2.52  -1.50  -0.23  0.155
H  0.31  5.43  -2.97  0.406
H  0.00  7.06  -1.12  0.420
H  -0.51  6.14  1.14  0.422
H  -1.15  4.51  2.45  0.489
H  -1.50  2.87  1.87  0.192
H  0.11  3.29  2.45  0.352
C  -1.57  -2.67  4.18  -1.101
C  -0.09  -2.32  4.13  -0.598
N  0.13  -0.95  3.65  0.248
C  0.21  0.08  4.68  -0.932
C  1.63  0.32  5.16  -1.034
C  0.23  -0.69  2.34  0.478
S  0.61  0.93  1.89  -0.502
N  0.09  -1.78  1.56  -0.082
C  -0.03  -1.76  0.25  -0.427
O  -0.19  -0.76  -0.52  0.119
C  0.00  -3.06  -0.47  1.216
C  0.05  -4.26  0.24  -0.320
C  0.09  -5.47  -0.43  -0.792
C  0.08  -5.49  -1.82  -0.525
C  0.03  -4.30  -2.54  -0.903
C  -0.02  -3.09  -1.86  -0.310
H  -1.71  -3.67  4.57  0.383
H  -2.00  -2.63  3.18  0.220
H  -2.12  -1.98  4.82  0.373
H  0.45  -3.00  3.48  0.321
H  0.36  -2.37  5.12  0.461
H  -0.42  -0.27  5.51  0.441
H  -0.24  1.00  4.30  0.461
H  2.08  -0.60  5.54  0.331
H  1.64  1.05  5.97  0.402
H  2.26  0.69  4.36  0.274
H  0.06  -4.22  1.32  0.348
H  0.14  -6.39  0.12  0.451
H  0.11  -6.43  -2.35  0.403
H  0.02  -4.31  -3.62  0.441
H  -0.06  -2.15  -2.41  0.370

---

Record 2
Here is C30H34BaN5O2Te as an isolated structure at a distorted geometry from OMol25. Energies are from wB97M-V/def2-TZVPD.

## Properties
- net charge = -1
- E_HOMO (eV) = -3.9
- relative energy (zero: lowest compared OMol25 entry of this formula, charge and spin) (kJ/mol) = 183.9

Last column: Mulliken charge in e.
Geometry (Å):
Ba  0.54  -0.58  -1.79  1.759
C  3.57  -2.38  0.89  -1.122
C  2.92  -1.03  1.24  -0.604
C  1.44  -1.11  1.63  -0.959
N  0.61  -0.24  0.83  -0.256
C  -0.59  0.00  1.26  1.424
C  -1.18  -0.68  2.36  -0.846
C  -2.13  -0.28  3.26  -0.331
C  -2.77  0.95  3.35  -0.583
C  -2.80  1.89  2.33  -0.700
C  -2.34  1.78  1.03  -0.231
C  -1.47  0.85  0.43  -0.407
N  -1.30  0.72  -0.87  -0.018
C  -2.40  1.00  -1.74  -1.090
C  -3.32  -0.23  -1.76  -0.113
C  -2.77  -1.43  -2.54  -1.424
N  -1.50  -1.97  -2.12  -0.731
C  -1.48  -3.02  -1.34  1.638
C  -2.60  -3.45  -0.56  -0.459
C  -2.96  -4.70  -0.13  -0.614
C  -2.40  -5.93  -0.48  -0.471
C  -1.19  -6.09  -1.13  -0.390
C  -0.21  -5.15  -1.35  -0.793
C  -0.20  -3.74  -1.20  0.044
N  0.89  -3.02  -1.08  0.067
C  2.12  -3.74  -0.81  -1.040
C  3.35  -2.87  -0.54  -0.624
H  3.23  -3.14  1.60  0.329
H  4.65  -2.27  1.04  0.459
H  3.03  -0.36  0.39  0.188
H  3.48  -0.60  2.08  0.343
H  1.33  -0.86  2.69  0.481
H  1.09  -2.14  1.49  0.302
H  -0.81  -1.69  2.49  0.349
H  -2.37  -0.99  4.05  0.374
H  -3.33  1.17  4.25  0.314
H  -3.36  2.80  2.54  0.349
H  -2.66  2.58  0.37  0.164
H  -2.02  1.18  -2.75  0.499
H  -3.00  1.87  -1.44  0.287
H  -4.28  0.04  -2.21  0.435
H  -3.50  -0.52  -0.72  0.054
H  -2.64  -1.12  -3.58  0.441
H  -3.54  -2.22  -2.52  0.455
H  -3.24  -2.64  -0.24  0.241
H  -3.85  -4.75  0.48  0.366
H  -2.96  -6.82  -0.22  0.304
H  -0.92  -7.11  -1.40  0.340
H  0.71  -5.54  -1.77  0.181
H  2.36  -4.37  -1.68  0.474
H  1.97  -4.42  0.04  0.457
H  3.34  -2.01  -1.22  0.133
H  4.22  -3.48  -0.81  0.432
O  1.57  -0.39  -3.92  -0.629
N  2.70  -0.23  -3.45  0.272
O  2.78  0.21  -2.28  -0.409
C  2.16  5.23  -1.61  -1.242
Te  2.14  3.04  -1.61  0.148
C  1.02  3.35  0.21  -0.667
C  1.27  4.75  0.66  0.482
C  0.94  5.16  1.95  -0.578
C  1.19  6.46  2.36  -0.612
C  1.77  7.36  1.49  -0.495
C  2.09  6.96  0.20  -0.671
C  1.84  5.67  -0.22  0.543
H  1.41  5.62  -2.30  0.360
H  3.13  5.62  -1.93  0.474
H  1.32  2.62  0.96  0.343
H  -0.04  3.19  0.02  0.131
H  0.48  4.45  2.63  0.493
H  0.93  6.77  3.36  0.393
H  1.98  8.37  1.81  0.382
H  2.54  7.67  -0.48  0.406

---

Record 3
Here is C30H34BrCoN3O7S2 as an isolated structure from OMol25. Energies are from wB97M-V/def2-TZVPD.

## Properties
- E_HOMO (spin up / spin down) (eV) = -8.4 / -8.4
- multiplicity = 4

Last column: Mulliken charge in e.
Geometry (Å):
Co  -0.03  -0.36  -0.30  1.360
O  1.43  0.67  4.87  -0.552
C  0.10  0.99  4.77  1.014
C  -0.59  1.58  5.82  -0.821
C  -1.93  1.93  5.65  -0.509
C  -2.56  1.70  4.44  -1.097
C  -1.86  1.10  3.40  0.286
C  -0.53  0.73  3.56  -0.778
C  0.23  0.09  2.42  0.801
O  -0.59  -0.53  1.51  -0.217
N  0.98  1.16  1.72  -0.314
N  1.72  0.52  0.66  -0.522
C  1.72  1.24  -0.41  -0.040
C  2.47  0.88  -1.61  -0.158
Br  3.69  -0.54  -1.46  -0.053
C  2.26  1.55  -2.75  -0.030
C  2.92  1.40  -4.05  -0.035
C  4.31  1.31  -4.16  -0.367
C  4.91  1.22  -5.40  -0.697
C  4.13  1.19  -6.55  -0.399
C  2.75  1.28  -6.45  -0.637
C  2.14  1.40  -5.21  -0.299
H  1.74  0.88  5.76  0.310
H  -0.09  1.77  6.76  0.258
H  -2.46  2.40  6.47  0.394
H  -3.60  1.98  4.29  0.509
H  -2.35  0.92  2.46  0.029
H  0.96  -0.63  2.83  0.386
H  1.69  1.50  2.37  0.327
H  1.19  2.19  -0.41  0.667
H  1.47  2.30  -2.70  0.480
H  4.92  1.34  -3.27  0.499
H  5.99  1.16  -5.48  0.383
H  4.60  1.11  -7.52  0.377
H  2.13  1.26  -7.34  0.388
H  1.07  1.45  -5.12  0.400
C  -4.29  -4.58  -0.64  -1.382
C  -4.46  -3.10  -0.44  0.929
C  -3.54  -2.36  0.30  -0.948
C  -3.70  -0.99  0.48  0.106
C  -4.79  -0.36  -0.09  0.028
C  -5.72  -1.08  -0.83  -0.408
C  -5.55  -2.44  -1.00  -0.569
S  -4.93  1.40  0.03  1.247
O  -4.52  1.78  1.35  -0.602
O  -6.20  1.77  -0.51  -0.749
N  -3.78  1.98  -0.98  -0.230
C  -3.84  1.60  -2.39  -0.329
C  -2.47  1.76  -3.05  -1.331
C  -1.39  0.80  -2.58  0.749
O  -0.62  0.26  -3.37  -0.663
O  -1.33  0.65  -1.29  -0.460
H  -3.34  -4.93  -0.22  0.180
H  -4.30  -4.84  -1.70  0.370
H  -5.09  -5.14  -0.15  0.363
H  -2.68  -2.85  0.74  0.321
H  -2.96  -0.44  1.05  -0.142
H  -6.57  -0.56  -1.26  0.510
H  -6.28  -3.00  -1.57  0.403
H  -2.86  1.79  -0.59  0.233
H  -4.56  2.26  -2.89  0.375
H  -4.19  0.57  -2.52  0.282
H  -2.12  2.78  -2.86  0.332
H  -2.57  1.65  -4.13  0.402
O  0.53  -2.22  -0.79  -0.910
S  1.53  -2.88  0.18  0.581
C  0.52  -3.59  1.50  -0.390
C  0.03  -4.94  1.00  -0.501
C  1.24  -5.57  0.31  -0.779
C  1.80  -4.50  -0.61  -0.717
H  -0.24  -2.83  1.71  -0.134
H  1.18  -3.69  2.37  0.514
H  -0.78  -4.81  0.29  0.039
H  -0.35  -5.55  1.82  0.522
H  0.99  -6.47  -0.25  0.373
H  1.99  -5.85  1.06  0.311
H  1.23  -4.41  -1.54  0.256
H  2.86  -4.61  -0.85  0.478

---

Copy entry 1 word for word.
Here is C30H33N5OPdSSb as an isolated structure from OMol25. Energies are from wB97M-V/def2-TZVPD.

## Properties
- net charge = +1
- E_HOMO (eV) = -10.8
- relative energy (zero: lowest compared OMol25 entry of this formula, charge and spin) (kJ/mol) = 0.0

Last column: Mulliken charge in e.
Geometry (Å):
Pd  -0.13  1.19  -0.30  -0.158
C  -3.05  -0.03  -0.07  -1.207
C  -2.80  0.37  -1.50  1.148
C  -3.75  0.05  -2.46  -0.859
C  -3.56  0.43  -3.77  -0.523
C  -2.41  1.15  -4.09  -0.805
C  -1.50  1.43  -3.09  -0.247
N  -1.68  1.04  -1.82  0.312
Sb  0.19  2.64  -3.59  0.917
C  1.80  1.32  -3.17  0.063
C  2.70  1.08  -4.19  -0.817
C  3.79  0.25  -3.94  -0.529
C  3.91  -0.29  -2.68  -0.771
C  2.96  0.00  -1.69  0.857
C  3.12  -0.60  -0.33  -1.280
N  1.91  0.79  -1.94  0.397
C  0.08  3.72  -1.72  -0.020
C  0.14  5.08  -1.96  -0.649
C  -0.04  5.99  -0.94  -0.716
C  -0.32  5.49  0.31  -0.777
C  -0.37  4.11  0.52  1.178
C  -0.75  3.66  1.90  -1.538
N  -0.14  3.22  -0.47  0.352
H  -4.12  -0.03  0.13  0.621
H  -2.67  -1.03  0.12  0.142
H  -2.55  0.65  0.62  -0.032
H  -4.64  -0.49  -2.17  0.512
H  -4.29  0.19  -4.53  0.428
H  -2.24  1.49  -5.10  0.434
H  2.57  1.55  -5.16  0.403
H  4.52  0.04  -4.71  0.424
H  4.74  -0.93  -2.43  0.440
H  4.16  -0.88  -0.16  0.525
H  2.81  0.10  0.44  0.123
H  2.52  -1.50  -0.23  0.155
H  0.31  5.43  -2.97  0.406
H  0.00  7.06  -1.12  0.420
H  -0.51  6.14  1.14  0.422
H  -1.15  4.51  2.45  0.489
H  -1.50  2.87  1.87  0.192
H  0.11  3.29  2.45  0.352
C  -1.57  -2.67  4.18  -1.101
C  -0.09  -2.32  4.13  -0.598
N  0.13  -0.95  3.65  0.248
C  0.21  0.08  4.68  -0.932
C  1.63  0.32  5.16  -1.034
C  0.23  -0.69  2.34  0.478
S  0.61  0.93  1.89  -0.502
N  0.09  -1.78  1.56  -0.082
C  -0.03  -1.76  0.25  -0.427
O  -0.19  -0.76  -0.52  0.119
C  0.00  -3.06  -0.47  1.216
C  0.05  -4.26  0.24  -0.320
C  0.09  -5.47  -0.43  -0.792
C  0.08  -5.49  -1.82  -0.525
C  0.03  -4.30  -2.54  -0.903
C  -0.02  -3.09  -1.86  -0.310
H  -1.71  -3.67  4.57  0.383
H  -2.00  -2.63  3.18  0.220
H  -2.12  -1.98  4.82  0.373
H  0.45  -3.00  3.48  0.321
H  0.36  -2.37  5.12  0.461
H  -0.42  -0.27  5.51  0.441
H  -0.24  1.00  4.30  0.461
H  2.08  -0.60  5.54  0.331
H  1.64  1.05  5.97  0.402
H  2.26  0.69  4.36  0.274
H  0.06  -4.22  1.32  0.348
H  0.14  -6.39  0.12  0.451
H  0.11  -6.43  -2.35  0.403
H  0.02  -4.31  -3.62  0.441
H  -0.06  -2.15  -2.41  0.370